Molecular formula: C9H21O4PS
Method: DFT, ωB97M-V/def2-TZVPD

```
36
Properties=species:S:1:pos:R:3:forces:R:3:nbo_charge:R:1
C 1.4511 -0.7736 -3.8694 0.05 -0.23 0.15 -0.358
C 1.3204 0.2115 -4.7465 0.16 0.05 -0.35 -0.510
P -0.1804 1.2200 -4.8616 -0.50 -0.27 0.03 0.538
C 0.1001 2.4136 -3.4682 -0.12 0.10 -0.03 -0.679
C -0.2330 1.7452 -2.1284 0.19 0.19 -0.19 -0.427
C 0.4568 2.4180 -0.9236 -0.57 -0.07 0.16 -0.680
S 1.6890 1.3362 -0.2674 0.17 -0.10 -0.31 2.370
O 1.1440 0.0293 -0.0304 0.01 0.15 0.01 -0.954
O 2.8793 1.4460 -1.0527 -0.02 0.04 0.11 -0.926
O 1.9051 2.0288 1.1558 0.15 -0.12 0.00 -0.883
H 2.4071 -1.2582 -3.7059 -0.07 -0.13 -0.18 0.206
H 0.6254 -1.1408 -3.2685 0.02 0.18 0.11 0.194
H 2.1418 0.4157 -5.4280 0.11 0.23 0.25 0.217
H 0.1809 2.0588 -5.9350 0.17 0.05 0.02 -0.035
H -0.5944 3.2399 -3.6496 0.14 0.07 0.04 0.226
H 1.1151 2.8163 -3.4679 0.00 -0.11 -0.02 0.224
H -1.3123 1.7542 -1.9723 0.05 -0.01 0.00 0.227
H 0.0544 0.6948 -2.1653 0.00 -0.01 0.09 0.235
H -0.2608 2.5965 -0.1214 0.13 -0.02 0.04 0.253
H 0.9422 3.3605 -1.1731 0.05 -0.06 0.00 0.252
H 2.3427 1.3711 1.7242 -0.08 0.17 0.03 0.510
C -1.4954 -2.1221 5.1192 0.07 0.04 -0.04 -0.644
C -2.3551 -2.1013 3.8663 -0.04 -0.06 0.03 -0.064
O -2.0872 -1.0144 3.0003 -0.03 0.04 0.00 -0.537
C -0.7701 -0.9494 2.4792 0.08 0.06 -0.05 -0.062
C -0.3651 -2.1518 1.6476 -0.12 -0.22 0.14 -0.648
H -1.5637 -1.1685 5.6447 -0.02 -0.01 0.02 0.211
H -1.8322 -2.9151 5.7879 -0.02 0.01 0.00 0.215
H -0.4448 -2.3079 4.8913 -0.01 -0.03 0.00 0.202
H -3.4036 -1.9888 4.1437 0.00 0.02 -0.02 0.185
H -2.2686 -3.0529 3.3295 0.03 0.00 0.00 0.159
H -0.0466 -0.7838 3.2880 -0.01 -0.03 0.01 0.151
H -0.7566 -0.0565 1.8554 -0.02 0.00 0.00 0.190
H -0.2988 -3.0586 2.2526 0.01 0.01 0.00 0.196
H 0.6076 -1.9816 1.1935 0.00 0.04 -0.03 0.234
H -1.0943 -2.3311 0.8560 0.02 0.04 -0.03 0.211
```
Forces are in eV/Å.

gap between HOMO and LUMO: 9.19 eV
F_max: 0.593 eV Å⁻¹
E_LUMO: 0.422 eV
E: -1395.9497 Eh
SMILES: C=CPCCCS(=O)(=O)O.CCOCC
HOMO: -8.766 eV